1.
The following is a DFT calculation (wB97M-V/def2-TZVPD) of the molecule C2H3ClO2S at a distorted geometry.

```
9
C2H3ClO2S wB97M-V/def2-TZVPD
C -0.21 -0.51 -0.91
C 0.60 0.09 0.19
O -1.83 0.87 0.42
O 0.36 -0.36 1.43
S -0.86 1.17 -0.59
Cl 2.24 0.44 -0.25
H 0.28 -0.79 -1.95
H -1.01 -1.14 -0.58
H 0.42 0.22 2.23
```

Output
frontier orbital gap: 9.5 eV
E_LUMO: 0.0202 Ha
energy above the lowest of the compared OMol25 structures with the same formula, charge and spin: 1.8565 eV
calculated total energy: -1086.78249 a.u.
HOMO: -0.3274 Eh

=====

2.
The following is a DFT calculation (wB97M-V/def2-TZVPD) of a structure of composition C30H30AsGaN5O3S.

```
71
C30H30AsGaN5O3S wB97M-V/def2-TZVPD
Ga -0.65 -0.64 -0.86
C 0.64 2.85 2.22
O -0.75 3.04 2.04
C -1.52 1.96 2.43
C -2.45 2.16 3.42
C -3.30 1.13 3.82
C -3.16 -0.11 3.23
C -2.23 -0.33 2.21
C -2.00 -1.70 1.77
N -1.36 -1.98 0.70
N -0.95 -3.29 0.50
C 0.21 -3.26 -0.10
O 0.84 -2.19 -0.43
C 0.85 -4.57 -0.40
C 2.04 -4.60 -1.12
C 2.65 -5.81 -1.43
C 2.08 -7.00 -1.01
C 0.89 -6.98 -0.29
C 0.28 -5.77 0.01
C -1.41 0.73 1.73
O -0.58 0.62 0.74
H 1.14 3.70 1.77
H 0.98 1.93 1.73
H 0.88 2.82 3.29
H -2.51 3.14 3.88
H -4.04 1.29 4.60
H -3.78 -0.94 3.56
H -2.30 -2.52 2.43
H 2.47 -3.66 -1.45
H 3.57 -5.82 -2.00
H 2.55 -7.95 -1.25
H 0.43 -7.91 0.04
H -0.65 -5.74 0.57
C -3.49 4.43 0.65
C -4.44 3.31 0.93
C -5.51 3.42 1.81
C -6.30 2.31 1.99
N -6.08 1.15 1.37
C -5.04 1.16 0.56
S -4.58 -0.29 -0.35
N -4.22 2.16 0.28
H -3.73 5.31 1.24
H -3.52 4.69 -0.41
H -2.47 4.10 0.88
H -5.70 4.34 2.34
H -7.15 2.33 2.67
C 4.92 -0.35 -4.14
As 3.34 -1.23 -3.36
C 2.03 0.10 -3.95
C 3.59 -0.66 -1.47
C 3.76 0.81 -1.25
C 2.65 1.63 -1.02
C 2.80 2.99 -0.85
C 4.06 3.57 -0.88
C 5.17 2.77 -1.09
C 5.02 1.41 -1.28
H 4.96 0.71 -3.88
H 4.88 -0.46 -5.22
H 5.83 -0.84 -3.78
H 2.38 1.11 -3.74
H 1.09 -0.07 -3.44
H 1.88 -0.02 -5.02
H 4.47 -1.21 -1.13
H 2.72 -1.05 -0.95
H 1.66 1.19 -0.99
H 1.92 3.60 -0.67
H 4.17 4.64 -0.74
H 6.16 3.21 -1.12
H 5.89 0.78 -1.44
N -6.33 -2.25 0.76
C -5.65 -1.41 0.33
```

Output
charge: -1
frontier orbital gap: 6.5 eV
E_LUMO: 0.0939 Ha
energy above the lowest of the compared OMol25 structures with the same formula, charge and spin: 2.5171 eV
calculated total energy: -6219.51457 a.u.
HOMO: -0.1461 Eh

=====

3.
The following is a DFT calculation (wB97M-V/def2-TZVPD) of the molecule C10H12NOP at a distorted geometry.

```
25
C10H12NOP wB97M-V/def2-TZVPD
C -1.25 -3.05 0.34
C -1.89 -2.29 1.32
C -0.19 -2.44 -0.33
C -1.43 -1.05 1.69
C 0.30 -1.21 0.05
C -0.27 -0.55 1.13
C 1.60 -0.73 -0.63
C 1.96 0.43 -0.97
C 2.90 1.46 -1.35
C -1.90 2.24 0.09
N 0.14 0.71 1.60
O 0.23 3.25 1.75
P -0.03 2.14 0.72
H -1.60 -4.09 0.40
H -2.79 -2.76 1.67
H 0.50 -2.97 -1.04
H -1.73 -0.56 2.56
H 2.32 -1.61 -0.87
H 2.70 2.38 -0.82
H 3.02 1.50 -2.45
H 3.93 1.12 -0.98
H -2.24 3.04 0.80
H -1.63 2.50 -0.93
H -2.37 1.23 0.26
H -0.42 0.94 2.51
```

Output
frontier orbital gap (alpha / beta): 6.6 / 8.2 eV
E_LUMO (alpha / beta): -0.0444 / -0.0010 Ha
energy above the lowest of the compared OMol25 structures with the same formula, charge and spin: 4.2976 eV
calculated total energy: -859.45734 a.u.
HOMO (alpha / beta): -0.2868 / -0.3039 Eh

=====

4.
The following is a DFT calculation (wB97M-V/def2-TZVPD) of a cluster of 3 separate species, C4H8N2O2 in total at a distorted geometry.

```
16
C4H8N2O2 wB97M-V/def2-TZVPD
C -2.53 -0.57 0.07
C 0.46 0.54 -0.24
C 1.06 1.74 0.21
C 2.00 -1.20 -0.23
H -3.21 -1.58 0.55
H -2.92 -0.27 -1.09
H -2.42 0.25 0.84
H -0.88 -1.30 -0.90
H 2.36 1.93 -0.54
H 1.35 1.72 1.82
H 0.28 2.78 0.00
H 2.76 -1.68 -0.87
N -1.16 -1.03 0.22
N -0.61 0.34 0.27
O 1.18 -0.39 -1.04
O 2.27 -1.29 0.95
```

Output
frontier orbital gap: 9.9 eV
E_LUMO: 0.0068 Ha
energy above the lowest of the compared OMol25 structures with the same formula, charge and spin: 10.0837 eV
calculated total energy: -416.88538 a.u.
HOMO: -0.3574 Eh